[1]
DFT (ωB97M-V with the def2-TZVPD basis set) results for a structure of composition C10H24BeF3O8 at a distorted geometry.

Calculated values
energy	-1311.31095	Ha
spin multiplicity	2
HOMO energy (spin up / spin down)	-7.30 / -6.46	eV
charge	0
orbital gap (spin up / spin down)	0.2390 / 0.1881	Ha

Geometry (Å):
1 Be -0.751605 0.177683 -0.621374
2 C 2.830975 1.469353 0.193866
3 O 2.701715 0.296943 1.018106
4 O 1.698405 1.380703 -0.645974
5 C 3.159485 2.693623 1.105996
6 F 3.276245 3.850213 0.520136
7 F 2.373925 2.903293 2.250436
8 F 4.363825 2.523313 1.697686
9 C 3.846825 -0.359787 1.526986
10 C 3.408295 -1.301117 2.654146
11 H 3.012845 -0.713367 3.482556
12 H 2.729985 -2.062597 2.269236
13 H 4.293805 -1.798947 3.049296
14 H 4.655605 0.263213 1.908866
15 H 4.288445 -0.873417 0.673016
16 H 3.682125 1.250903 -0.451044
17 C -2.176575 2.830843 -2.966714
18 O -1.141305 2.515263 -2.111224
19 H -2.326915 3.909283 -3.016424
20 H -1.881045 2.491133 -3.959364
21 H -3.111805 2.292363 -2.813514
22 C -0.066595 -1.148657 -4.180664
23 O 0.285895 -0.328837 -3.099124
24 H 0.404575 -2.129497 -4.244234
25 H -1.112525 -1.382897 -3.982504
26 H -0.138865 -0.593597 -5.115964
27 C -2.933815 -2.426317 -0.247124
28 C -3.599195 -1.546197 -1.311444
29 O -3.196405 -0.189707 -1.357844
30 O -1.507915 -2.293417 -0.333804
31 H -3.156905 -3.492027 -0.298084
32 H -3.206335 -2.000217 0.718416
33 H -4.629785 -1.556137 -0.956654
34 H -3.511525 -2.145497 -2.217684
35 H -3.650985 0.223483 -2.095564
36 H -1.102375 -3.116127 -0.050474
37 C -0.017605 -0.120637 2.470696
38 C -1.517765 0.151363 2.601986
39 O -2.071325 0.714193 1.484306
40 O 0.377645 -0.772757 1.332716
41 H 0.300765 -0.697207 3.339206
42 H 0.514225 0.828663 2.534486
43 H -1.792285 0.744163 3.474526
44 H -2.045565 -0.790707 2.750426
45 H -2.894155 1.137553 1.739886
46 H 1.335545 -0.807867 1.279816

Atoms 1-3, force components in eV/Å:
1.761 0.326 -0.557
-3.379 -2.156 -2.370
0.554 0.225 1.865



[2]
DFT (ωB97M-V with the def2-TZVPD basis set) results for a structure of composition C10H24ClO3P2Pd at a distorted geometry.

Calculated values
energy	-1890.61870	Ha
spin multiplicity	5
HOMO energy (spin up / spin down)	-17.44 / -20.77	eV
charge	+3
orbital gap (spin up / spin down)	0.2268 / 0.1855	Ha

Geometry (Å):
1 C -5.370598 1.371369 2.075017
2 C -4.221006 0.951955 1.203232
3 H -5.553220 0.546456 2.783280
4 H -6.292461 1.537456 1.487099
5 H -5.131857 2.285404 2.648868
6 O -3.638993 -0.123763 1.290324
7 Cl -3.737526 2.190117 -0.009492
8 Pd -0.091881 -0.345400 0.304221
9 P -0.547004 -1.083383 -1.873402
10 C -0.272724 -2.882429 -2.182437
11 C -2.377265 -0.956106 -1.841680
12 H -2.829832 -1.376939 -2.743634
13 H -0.714116 -0.833682 -4.336901
14 H -2.642400 0.096518 -1.719639
15 H -0.289744 0.695601 -3.517938
16 H -0.586669 -3.436866 -1.296654
17 H -2.709133 -1.477524 -0.942986
18 C -0.109711 -0.381455 -3.534668
19 H -0.849000 -3.226830 -3.052501
20 H 0.951024 -0.570637 -3.720885
21 H 0.790308 -3.067548 -2.362795
22 P 1.463484 1.034103 1.446945
23 C 2.633351 0.173899 2.594234
24 C 2.552696 2.421785 0.858536
25 H -0.367866 2.485043 2.024316
26 H 0.852861 2.512605 3.339722
27 H -0.234033 1.098999 3.123822
28 C 0.325637 1.884469 2.615431
29 H 1.969996 3.070520 0.201423
30 H 2.942759 3.020589 1.697498
31 H 3.038735 0.866882 3.345004
32 H 3.461427 -0.256364 2.024327
33 H 3.382203 1.987832 0.294877
34 H 2.093580 -0.627914 3.099765
35 C 1.592651 -1.473840 0.064714
36 O 1.811480 -2.531471 0.557134
37 C 3.790662 -1.151117 -1.196158
38 O 2.464810 -0.712882 -0.777753
39 H 4.420658 -1.364109 -0.378935
40 H 4.270911 -0.366492 -1.747229
41 H 3.757808 -1.984851 -1.844103

Atoms 1-3, force components in eV/Å:
-0.489 -1.018 1.154
0.076 0.991 -0.773
-0.080 0.352 -0.162



[3]
DFT (ωB97M-V with the def2-TZVPD basis set) results for a structure of composition C10H24ClO3P2Tb at a distorted geometry.

Calculated values
energy	-2587.95140	Ha
spin multiplicity	7
HOMO energy (spin up / spin down)	-15.92 / -15.93	eV
charge	+2
energy above the lowest of the compared OMol25 structures with the same formula, charge and spin	2.2	kcal/mol
orbital gap (spin up / spin down)	0.2527 / 0.2532	Ha

Geometry (Å):
1 C 0.085497 0.103097 -3.329927
2 C 0.957214 0.403540 -2.274232
3 H 0.636800 -0.054548 -4.279343
4 H -0.658479 0.918519 -3.399601
5 H -0.532450 -0.785074 -3.088845
6 O 1.954634 0.499244 -1.665309
7 Cl -2.308749 0.101142 -1.336081
8 Tb -0.959373 -0.089257 0.849924
9 P -0.121253 2.489174 0.019643
10 C 1.336426 3.408436 0.586732
11 C -0.492904 3.488747 -1.467486
12 H -0.632997 4.529509 -1.141861
13 H -1.464626 4.219292 1.099747
14 H -1.410094 3.135236 -1.955165
15 H -2.388572 2.694439 0.931221
16 H 2.177552 3.179484 -0.075161
17 H 0.340732 3.455719 -2.183744
18 C -1.408669 3.125877 1.196488
19 H 1.129407 4.484453 0.544819
20 H -1.192359 2.860821 2.245262
21 H 1.602286 3.133918 1.612551
22 P 0.137099 -2.550598 -0.135349
23 C 1.567610 -3.469606 0.525816
24 C -1.227119 -3.241307 0.930222
25 H -1.057984 -3.192466 -2.170823
26 H -0.167598 -4.559020 -1.428103
27 H 0.724076 -3.321778 -2.368204
28 C -0.120431 -3.490810 -1.683594
29 H -2.169461 -2.723843 0.667672
30 H -1.346190 -4.311335 0.708080
31 H 1.399967 -4.549673 0.390717
32 H 1.719205 -3.246822 1.592924
33 H -1.044906 -3.114383 2.011807
34 H 2.448416 -3.160693 -0.057234
35 C 1.504935 -0.062561 0.867618
36 O 2.646318 -0.052752 1.057808
37 C -0.297588 -0.047432 4.057595
38 O -1.084923 -0.036893 2.887918
39 H -0.974028 0.163042 4.892963
40 H 0.516931 0.698081 4.043400
41 H 0.174850 -1.030520 4.217437

Atoms 1-3, force components in eV/Å:
-1.634 0.051 -0.742
6.327 -0.267 2.296
0.164 0.266 0.514



[4]
DFT (ωB97M-V with the def2-TZVPD basis set) results for a cluster of 8 separate species, C10H24FN7O17 in total at a distorted geometry.

Calculated values
energy	-2156.96354	Ha
HOMO energy	-10.73	eV
SMILES	O=C1OC[C@@H](F)O1.C[N+](=O)[O-].C[N+](=O)[O-].C[N+](=O)[O-].C[N+](=O)[O-].C[N+](=O)[O-].C[N+](=O)[O-].C[N+](=O)[O-]
charge	0
energy above the lowest of the compared OMol25 structures with the same formula, charge and spin	37.7	kcal/mol
orbital gap	0.3816	Ha

Geometry (Å):
1 O -1.240394 1.377429 1.526571
2 C -0.830029 0.764287 0.540686
3 O -1.657901 0.281594 -0.447797
4 C -0.874819 -0.295472 -1.408617
5 C 0.512484 0.104204 -1.062947
6 F 0.846588 1.159857 -1.847460
7 O 0.440241 0.532673 0.240322
8 H -1.037375 -1.373097 -1.388475
9 H -1.114677 -0.006050 -2.431749
10 H 1.272693 -0.658099 -1.233459
11 C 3.269063 -0.319246 -4.130015
12 N 4.409233 0.625956 -4.057014
13 O 5.181671 0.599254 -3.174887
14 O 4.441596 1.539920 -4.919435
15 H 3.623635 -1.186265 -3.572632
16 H 3.181145 -0.381829 -5.214655
17 H 2.390712 0.170805 -3.709959
18 C -1.068794 4.385732 0.532019
19 N -1.478103 5.722227 0.120394
20 O -2.556869 5.913722 -0.458272
21 O -0.693142 6.603677 0.438403
22 H -1.394129 4.270872 1.565975
23 H 0.016943 4.459074 0.469593
24 H -1.343764 3.658539 -0.231978
25 C -1.438211 1.419985 -5.068822
26 N -2.575184 0.627819 -4.531972
27 O -3.557622 1.251011 -4.226009
28 O -2.599052 -0.556352 -4.361566
29 H -1.191358 2.211771 -4.361548
30 H -1.799062 1.827059 -6.013369
31 H -0.643029 0.701561 -5.267927
32 C -3.674285 -0.521939 4.595561
33 N -3.583762 -1.203376 3.231702
34 O -2.553142 -1.094624 2.564296
35 O -4.551292 -1.926725 2.903511
36 H -2.907075 0.237208 4.747807
37 H -3.783164 -1.308118 5.342669
38 H -4.609330 0.032607 4.674725
39 C -0.130540 -3.013936 2.346169
40 N 0.470399 -2.828321 0.991137
41 O 1.519054 -2.263743 0.931228
42 O -0.021569 -3.319051 -0.000440
43 H 0.373332 -3.818376 2.881979
44 H -1.174893 -3.266513 2.162807
45 H -0.181487 -2.119571 2.967154
46 C 0.342341 1.923736 4.587324
47 N 0.312307 0.519513 5.260676
48 O 0.636952 -0.451223 4.580370
49 O -0.062666 0.383462 6.409001
50 H 1.247498 1.983198 3.982968
51 H 0.368566 2.677120 5.374620
52 H -0.507878 1.909312 3.905400
53 C 3.147084 -4.486091 -0.623428
54 N 3.156890 -3.314817 -1.405799
55 O 4.036454 -2.502502 -1.185476
56 O 2.215318 -3.210523 -2.229039
57 H 3.793813 -5.300220 -0.950581
58 H 2.146427 -4.900545 -0.745972
59 H 3.482160 -4.248559 0.386231

Atoms 1-3, force components in eV/Å:
1.327 -1.703 -2.438
-3.090 1.823 1.977
-0.284 1.682 2.289